# 1
C6H11ClN2 | ωB97M-V/def2-TZVPD

Cartesian coordinates (Å):
C (1.7841, 1.9876, -1.2174)
C (1.7644, 0.6007, -0.7343)
N (0.3804, 0.2420, -0.3998)
C (-0.8383, 0.6824, -0.9309)
C (-1.8869, 0.0384, -0.2678)
N (-1.3944, -1.0375, 0.3845)
C (-0.0042, -0.8827, 0.2630)
C (-2.0013, -1.9569, 1.3528)
H (1.4143, 2.6068, -0.4002)
H (1.1299, 2.2433, -2.0510)
H (2.8204, 2.2452, -1.4360)
H (2.2761, 0.5089, 0.2238)
H (2.1601, -0.1187, -1.4513)
H (-0.8270, 1.5278, -1.6029)
H (-2.9347, 0.2542, -0.4163)
H (0.6688, -1.6387, 0.6397)
H (-1.5629, -2.9473, 1.2300)
H (-3.0889, -1.9311, 1.2851)
H (-1.7849, -1.6033, 2.3608)
Cl (1.9249, -0.8214, 3.1681)

## Properties
ΔE to the lowest compared entry with this formula, charge and spin = 80.3 kJ/mol
HOMO level = -7.062 eV
total energy = -21901.6572 eV
HOMO-LUMO gap = 0.2574 Ha

Here are the Löwdin charges for atoms 1 to 8, given in e: atom 1 (C): -0.09, atom 2 (C): -0.18, atom 3 (N): -0.02, atom 4 (C): -0.01, atom 5 (C): -0.04, atom 6 (N): -0.08, atom 7 (C): -0.02, atom 8 (C): 0.02



# 2
C15H21N6PdS2 | ωB97M-V/def2-TZVPD

Cartesian coordinates (Å):
Pd (0.5330, 0.6965, 0.7183)
C (-2.5983, -3.9604, -1.8090)
N (-1.5114, -3.8180, -0.8768)
C (-0.2515, -4.3546, -1.0422)
C (0.5199, -3.8935, -0.0555)
N (-0.2512, -3.0371, 0.7258)
C (-1.5468, -3.0071, 0.2259)
S (-2.9438, -2.3639, 0.8673)
C (0.3481, -2.1610, 1.6692)
C (1.5202, -2.5507, 2.2854)
C (2.1676, -1.6234, 3.1097)
C (1.5934, -0.4027, 3.3491)
C (0.3353, -0.1233, 2.7712)
N (-0.2607, -0.9943, 1.9242)
H (-2.9020, -5.0058, -1.8934)
H (-2.3015, -3.5816, -2.7880)
H (-3.4301, -3.3740, -1.4275)
H (-0.0203, -5.0041, -1.8667)
H (1.5665, -4.0404, 0.1285)
H (1.9286, -3.5401, 2.1371)
H (3.1100, -1.8883, 3.5724)
H (2.0641, 0.3267, 3.9937)
H (-0.3088, 0.6374, 3.1943)
N (0.7396, -1.0608, -1.9749)
C (0.6718, -0.3686, -1.0454)
C (0.8761, 2.5196, -2.4967)
N (1.2008, 3.0091, -1.1602)
C (2.6190, 2.8591, -0.8900)
C (0.3268, 2.5740, -0.1218)
S (0.7426, 2.9597, 1.5409)
N (-1.0489, 2.7988, -0.5423)
C (-1.3307, 4.2229, -0.6489)
C (-2.1019, 2.1471, 0.2293)
H (1.1018, 1.4537, -2.6035)
H (1.4646, 3.0851, -3.2228)
H (-0.1814, 2.6650, -2.6976)
H (3.1802, 3.2706, -1.7309)
H (2.8906, 1.8014, -0.7531)
H (2.8771, 3.4011, 0.0153)
H (-0.5162, 4.7183, -1.1753)
H (-1.4427, 4.6867, 0.3432)
H (-2.2564, 4.3629, -1.2124)
H (-1.9787, 1.0670, 0.2144)
H (-3.0585, 2.3796, -0.2459)
H (-2.1356, 2.5113, 1.2655)

## Properties
net charge = -1
HOMO level = -4.283 eV
total energy = -49987.9483 eV
HOMO-LUMO gap = 0.2679 Ha

Here are the Löwdin charges for atoms 1 to 8, given in e: atom 1 (Pd): 0.53, atom 2 (C): -0.06, atom 3 (N): -0.14, atom 4 (C): -0.07, atom 5 (C): -0.07, atom 6 (N): 0.01, atom 7 (C): -0.76, atom 8 (S): 0.56



# 3
C48H57CaCl3N3OP2STe | ωB97M-V/def2-TZVPD

Cartesian coordinates (Å):
Ca (1.3296, 0.8027, -0.1965)
C (2.3258, 4.3055, 1.6244)
C (2.4042, 4.8474, 0.1939)
C (3.5902, 5.7978, 0.0567)
P (2.3591, 3.3952, -0.9534)
C (1.6355, 3.9633, -2.5612)
C (1.5530, 2.7483, -3.4871)
C (2.2399, 5.1596, -3.2909)
C (4.0606, 2.8436, -1.2588)
C (4.9731, 3.6517, -1.9476)
C (6.2600, 3.2370, -2.2265)
C (6.6517, 1.9704, -1.8047)
C (5.7815, 1.1555, -1.1131)
C (4.4652, 1.5589, -0.8047)
N (3.5813, 0.7187, -0.1566)
C (4.0655, -0.3103, 0.6576)
C (5.0488, -0.0866, 1.6349)
C (5.4133, -1.0771, 2.5236)
C (4.7972, -2.3251, 2.4834)
C (3.8385, -2.5720, 1.5192)
C (3.4772, -1.5950, 0.5861)
P (2.2635, -1.8734, -0.7484)
C (1.4227, -3.4735, -0.3484)
C (2.1955, -4.7523, -0.6764)
C (0.0616, -3.4877, -1.0471)
C (3.2367, -2.1956, -2.2992)
C (4.6425, -2.7310, -2.0496)
C (3.2678, -0.9504, -3.1874)
H (2.3485, 5.1232, 2.3469)
H (3.1735, 3.6481, 1.8373)
H (1.4055, 3.7370, 1.7914)
H (1.4762, 5.3887, -0.0250)
H (4.5260, 5.2806, 0.2731)
H (3.4869, 6.6169, 0.7710)
H (3.6694, 6.2336, -0.9376)
H (0.6150, 4.2370, -2.2663)
H (2.5484, 2.3667, -3.7242)
H (1.0599, 3.0133, -4.4239)
H (0.9738, 1.9290, -3.0443)
H (3.2154, 4.9204, -3.7128)
H (2.3406, 6.0302, -2.6437)
H (1.5901, 5.4425, -4.1218)
H (4.6691, 4.6396, -2.2615)
H (6.9437, 3.8834, -2.7589)
H (7.6509, 1.6125, -2.0209)
H (6.1137, 0.1754, -0.7963)
H (5.5099, 0.8920, 1.6908)
H (6.1714, -0.8728, 3.2692)
H (5.0700, -3.0960, 3.1913)
H (3.3720, -3.5474, 1.4883)
H (1.2492, -3.4299, 0.7322)
H (2.3719, -4.8437, -1.7494)
H (1.6119, -5.6230, -0.3701)
H (3.1610, -4.8072, -0.1767)
H (0.1778, -3.4729, -2.1344)
H (-0.5481, -2.6292, -0.7566)
H (-0.4799, -4.3978, -0.7846)
H (2.6465, -2.9606, -2.8160)
H (5.2540, -1.9772, -1.5510)
H (5.1213, -2.9772, -2.9994)
H (4.6454, -3.6234, -1.4242)
H (3.8332, -0.1442, -2.7170)
H (2.2593, -0.5871, -3.4029)
H (3.7471, -1.1816, -4.1408)
C (-3.5381, 3.5495, -0.1166)
Te (-1.4037, 3.5606, 0.0909)
C (-1.7963, 3.1052, 2.1496)
C (-3.2503, 2.7156, 2.2309)
C (-3.7764, 2.1931, 3.4116)
C (-5.1161, 1.8542, 3.4967)
C (-5.9432, 2.0201, 2.3921)
C (-5.4269, 2.5389, 1.2158)
C (-4.0827, 2.9007, 1.1304)
H (-3.8292, 3.0236, -1.0236)
H (-3.8767, 4.5813, -0.1946)
H (-1.5838, 3.9839, 2.7565)
H (-1.1472, 2.2908, 2.4720)
H (-3.1275, 2.0581, 4.2694)
H (-5.5160, 1.4558, 4.4202)
H (-6.9901, 1.7517, 2.4512)
H (-6.0727, 2.6805, 0.3570)
Cl (-2.2372, -7.4499, 2.8555)
C (-2.9056, -5.9341, 2.3579)
C (-2.6675, -5.4643, 1.0785)
C (-3.2036, -4.2431, 0.7076)
C (-3.9738, -3.4750, 1.5758)
C (-4.5028, -2.1518, 1.0774)
C (-4.0081, -0.9325, 1.8632)
N (-2.5613, -0.7885, 1.7917)
C (-1.6313, -1.3611, 2.6243)
C (-0.4173, -0.9417, 2.1733)
N (-0.5921, -0.1039, 1.0899)
C (-1.8953, -0.0493, 0.8910)
O (-5.9149, -2.1827, 1.0877)
C (-6.5346, -1.3485, 0.1116)
C (-6.1965, -1.7715, -1.2850)
C (-5.3839, -1.0963, -2.1442)
Cl (-4.5974, 0.4089, -1.8425)
S (-5.1540, -1.8994, -3.6404)
C (-6.1722, -3.1824, -3.1339)
C (-6.6470, -2.9900, -1.8777)
C (-4.2082, -3.9940, 2.8487)
Cl (-5.1867, -3.1501, 4.0125)
C (-3.6790, -5.2103, 3.2494)
H (-2.0801, -6.0522, 0.3870)
H (-3.0259, -3.8700, -0.2944)
H (-4.1357, -2.0393, 0.0491)
H (-4.2947, -0.9945, 2.9081)
H (-4.4500, -0.0261, 1.4490)
H (-1.9174, -1.9996, 3.4425)
H (0.5594, -1.1804, 2.5642)
H (-2.3996, 0.5244, 0.1302)
H (-6.2764, -0.2965, 0.2677)
H (-7.6026, -1.4629, 0.2913)
H (-6.3732, -4.0065, -3.7991)
H (-7.3036, -3.6846, -1.3729)
H (-3.8747, -5.5886, 4.2423)

## Properties
net charge = +1
ΔE to the lowest compared entry with this formula, charge and spin = 0.0 kJ/mol
HOMO level = -9.028 eV
total energy = -149929.4778 eV
HOMO-LUMO gap = 0.2515 Ha

Here are the Löwdin charges for atoms 1 to 8, given in e: atom 1 (Ca): 1.11, atom 2 (C): -0.13, atom 3 (C): -0.56, atom 4 (C): -0.11, atom 5 (P): 0.97, atom 6 (C): -0.57, atom 7 (C): -0.13, atom 8 (C): -0.10



# 4
C20H37N2O2P2W | ωB97M-V/def2-TZVPD

Cartesian coordinates (Å):
C (0.9835, -1.7358, -4.4426)
C (0.9966, -1.3251, -3.1120)
N (-0.1505, -1.2949, -2.3711)
C (-1.3381, -1.5741, -2.9501)
C (-1.3953, -1.9144, -4.2936)
C (-0.2348, -2.0150, -5.0476)
C (2.2144, -0.6935, -2.5351)
P (2.2575, -0.6376, -0.7214)
W (-0.0396, -0.8203, -0.2411)
P (-2.4066, -0.5585, -0.5474)
C (-2.5690, -1.5483, -2.0993)
O (2.1213, 1.6463, -3.2951)
O (-0.1065, 1.6670, -2.5327)
H (1.9499, -1.7866, -4.9512)
H (-2.3834, -2.0760, -4.7093)
H (-0.2687, -2.3099, -6.0924)
C (3.0940, -2.1125, -0.1147)
C (3.3690, 0.7182, -0.2949)
H (-3.3983, -1.1049, -2.6672)
H (-2.8732, -2.5732, -1.8256)
H (2.2421, 0.4205, -2.7338)
H (3.1328, -1.1613, -2.9439)
C (-3.5623, -1.2892, 0.6189)
C (-3.1076, 1.0449, -0.9874)
H (0.1622, 0.7742, -1.3130)
H (-0.3285, 2.5978, -2.3622)
H (0.9750, 1.7138, -3.0191)
H (2.3260, 1.4049, -4.2421)
H (-0.1896, -2.4898, -0.1531)
H (-0.6588, 0.7744, -0.1459)
H (4.1317, -2.1661, -0.4723)
H (3.0862, -1.9999, 0.9778)
H (2.5443, -3.0183, -0.4022)
H (4.4044, 0.4036, -0.4825)
H (3.1480, 1.6162, -0.8886)
H (3.2405, 0.9131, 0.7751)
H (-4.1108, 0.8898, -1.4042)
H (-3.1565, 1.6450, -0.0683)
H (-2.4403, 1.5283, -1.7121)
H (-4.5936, -1.1039, 0.2882)
H (-3.3917, -2.3696, 0.7137)
H (-3.4058, -0.8230, 1.5996)
C (-1.0639, 3.0356, 2.7988)
N (0.3383, 2.7419, 2.8756)
C (1.0804, 3.3968, 3.9113)
C (0.8524, 1.5518, 2.2331)
C (0.3050, 0.2617, 2.7813)
C (0.2365, 0.1084, 4.1716)
C (-0.3606, -1.0179, 4.7399)
C (-0.8306, -2.0473, 3.9209)
C (-0.6850, -1.9410, 2.5366)
C (-0.1249, -0.7885, 1.9398)
H (-1.2053, 4.0963, 3.0723)
H (-1.6743, 2.4178, 3.4935)
H (-1.4343, 2.8657, 1.7726)
H (0.7811, 3.0578, 4.9248)
H (2.1563, 3.2108, 3.7757)
H (0.8756, 4.4791, 3.8603)
H (0.6453, 1.6437, 1.1495)
H (1.9473, 1.5669, 2.3628)
H (0.6498, 0.8908, 4.8157)
H (-0.4640, -1.0885, 5.8226)
H (-1.2970, -2.9367, 4.3604)
H (-0.9980, -2.7612, 1.8826)

## Properties
net charge = +1
2S+1 = 3
ΔE to the lowest compared entry with this formula, charge and spin = 224.3 kJ/mol
HOMO level (alpha / beta) = -10.171 / -10.218 eV
total energy = -48807.2544 eV
HOMO-LUMO gap (alpha / beta) = 0.1912 / 0.1905 Ha

Here are the Löwdin charges for atoms 1 to 8, given in e: atom 1 (C): 0.00, atom 2 (C): -0.29, atom 3 (N): -0.08, atom 4 (C): -0.31, atom 5 (C): -0.01, atom 6 (C): -0.01, atom 7 (C): -0.30, atom 8 (P): 0.72



# 5
CH4P2S | ωB97M-V/def2-TZVPD

Cartesian coordinates (Å):
C (-0.8015, -0.3603, -1.0381)
P (0.5540, -0.0189, 1.7453)
P (-0.0286, 1.0285, -0.0285)
S (1.9520, 0.1705, 0.2612)
H (-0.7241, -1.4256, -0.5973)
H (-0.1682, -0.6118, -1.8340)
H (-1.8376, 0.0313, -1.1137)
H (1.0540, 1.1863, 2.6052)

## Properties
ΔE to the lowest compared entry with this formula, charge and spin = 47.8 kJ/mol
HOMO level = -8.835 eV
SMILES = CP1#S#[PH]1
total energy = -30514.1203 eV
HOMO-LUMO gap = 0.3486 Ha

Atomic charges from the Löwdin analysis, expressed in e, are listed below: atom 1 (C): -0.45, atom 2 (P): 0.15, atom 3 (P): 0.32, atom 4 (S): 0.03, atom 5 (H): 0.06, atom 6 (H): -0.02, atom 7 (H): 0.02, atom 8 (H): -0.10



# 6
C4H6MgO2 | ωB97M-V/def2-TZVPD

Cartesian coordinates (Å):
O (1.1658, -0.0748, 1.3657)
C (1.1828, 0.8836, 0.4402)
H (-0.1331, -0.1600, 1.5760)
H (1.8539, 1.6041, 0.9872)
C (-2.1357, -0.0085, 1.1288)
C (-2.0303, -0.7956, 0.0367)
C (-0.8834, -0.9263, -0.9297)
O (0.0807, 0.1107, -1.0208)
Mg (-0.1209, 1.9978, -0.8003)
H (-2.4871, -1.7981, 0.1503)
H (-2.9708, -0.2769, 1.7976)
H (-1.2541, -1.2917, -1.8996)
H (-0.2304, -1.7378, -0.5519)

## Properties
ΔE to the lowest compared entry with this formula, charge and spin = 743.2 kJ/mol
HOMO level (alpha / beta) = -7.178 / -7.178 eV
total energy = -13775.3159 eV
HOMO-LUMO gap (alpha / beta) = 0.1995 / 0.1995 Ha

Here are the Löwdin charges for atoms 1 to 8, given in e: atom 1 (O): -0.11, atom 2 (C): -0.22, atom 3 (H): 0.23, atom 4 (H): 0.05, atom 5 (C): -0.08, atom 6 (C): -0.31, atom 7 (C): -0.36, atom 8 (O): -0.46



What is the total energy in the fifth record?
-30514.1203 eV



Which of these has the lowest total energy?
C48H57CaCl3N3OP2STe



Among the records above, which one has the highest total energy?
C4H6MgO2



Which value of total energy does entry 3 give?
-149929.4778 eV